# 1
This record from OMol25 describes a single C3H5N3 molecule. The level of theory is ωB97M-V/def2-TZVPD.

Bonds (Å) are listed after each position.
CARTESIAN COORDINATES (ANGSTROEM)
1 N -0.19 -0.10 -0.11  N2 1.345, C4 1.344, C6 1.444
2 N 0.79 -0.95 0.28  N1 1.345, C5 1.316
3 N 1.68 0.99 -0.45  C4 1.318, C5 1.359
4 C 0.36 1.05 -0.53  N1 1.344, N3 1.318, H8 1.083
5 C 1.88 -0.25 0.06  N2 1.316, N3 1.359, H7 1.084
6 C -1.55 -0.42 0.26  N1 1.444, H9 1.090, H10 1.089, H11 1.091
7 H 2.86 -0.67 0.29  C5 1.084
8 H -0.22 1.89 -0.88  C4 1.083
9 H -2.24 0.26 -0.23  C6 1.090
10 H -1.75 -1.45 -0.04  C6 1.089
11 H -1.63 -0.34 1.34  C6 1.091

## Properties
ΔE to the lowest compared entry with this formula, charge and spin: 45.38 kJ/mol
structure (SMILES): Cn1cncn1
total energy: -281.57277 hartree

Atom charges from the natural (NBO) analysis, given in e for atoms 1 to 2: -0.1827 -0.2916

# 2
This record from OMol25 describes a single C3H5N3 molecule. The level of theory is ωB97M-V/def2-TZVPD.

Bonds (Å) are listed after each position.
CARTESIAN COORDINATES (ANGSTROEM)
1 N -1.54 0.49 2.54  N2 1.216
2 N -1.97 0.25 1.43  N1 1.216, C6 1.442, H8 1.043
3 N 1.28 -0.50 0.08  C4 1.456, C5 1.214
4 C 1.91 0.09 -1.10  N3 1.456, H7 1.096, H10 1.093, H11 1.087
5 C 0.11 -0.29 0.30  N3 1.214, C6 1.318
6 C -1.21 -0.24 0.31  N2 1.442, C5 1.318, H9 1.086
7 H 1.43 1.03 -1.41  C4 1.096
8 H -2.98 0.31 1.19  N2 1.043
9 H -1.74 -0.69 -0.52  C6 1.086
10 H 1.74 -0.66 -1.87  C4 1.093
11 H 2.98 0.21 -0.96  C4 1.087

## Properties
ΔE to the lowest compared entry with this formula, charge and spin: 444.70 kJ/mol
total energy: -281.42067 hartree

Atom charges from the natural (NBO) analysis, given in e for atoms 1 to 2: -0.2487 -0.2332

# 3
This record from OMol25 describes a single C3H5N3 molecule at a distorted geometry. The level of theory is ωB97M-V/def2-TZVPD.

Bonds (Å) are listed after each position.
CARTESIAN COORDINATES (ANGSTROEM)
1 N 1.67 0.86 -0.02  C4 1.306, C5 1.565
2 N 1.46 -1.57 -0.08  C5 1.237
3 N -0.45 -0.18 -0.29  C4 1.296, C6 1.466
4 C 0.37 0.82 -0.11  N1 1.306, N3 1.296, H11 1.103
5 C 2.23 -0.60 0.02  N1 1.565, N2 1.237, H7 1.097
6 C -1.88 -0.17 0.02  N3 1.466, H8 1.103, H9 1.098, H10 1.095
7 H 3.32 -0.49 0.12  C5 1.097
8 H -2.25 0.79 0.44  C6 1.103
9 H -2.49 -0.40 -0.87  C6 1.098
10 H -2.09 -0.94 0.77  C6 1.095
11 H 0.11 1.88 0.00  C4 1.103

## Properties
ΔE to the lowest compared entry with this formula, charge and spin: 449.30 kJ/mol
total energy: -281.41892 hartree

Atom charges from the natural (NBO) analysis, given in e for atoms 1 to 2: -0.4827 -0.1512

# 4
This record from OMol25 describes a single C3H5N3 molecule. The level of theory is ωB97M-V/def2-TZVPD.

Bonds (Å) are listed after each position.
CARTESIAN COORDINATES (ANGSTROEM)
1 N -0.23 2.07 0.92  N2 1.441, N3 1.240
2 N 0.29 1.49 -0.29  N1 1.441, C4 1.282
3 N -0.64 1.21 1.72  N1 1.240, C5 1.458
4 C 0.13 0.22 -0.20  N2 1.282, C5 1.498, C6 1.495
5 C -0.58 -0.10 1.08  N3 1.458, C4 1.498, H9 1.096, H11 1.097
6 C 0.61 -0.73 -1.25  C4 1.495, H7 1.097, H8 1.095, H10 1.093
7 H 1.31 -1.46 -0.84  C6 1.097
8 H -0.23 -1.29 -1.69  C6 1.095
9 H -0.15 -0.89 1.71  C5 1.096
10 H 1.11 -0.17 -2.05  C6 1.093
11 H -1.63 -0.35 0.90  C5 1.097

## Properties
ΔE to the lowest compared entry with this formula, charge and spin: 190.12 kJ/mol
structure (SMILES): CC1=NN=NC1
total energy: -281.51764 hartree

Atom charges from the natural (NBO) analysis, given in e for atoms 1 to 2: 0.0048 -0.3061

# 5
This record from OMol25 describes 2 unconnected molecules or ions with the total composition C3H5N3 at a distorted geometry. The level of theory is ωB97M-V/def2-TZVPD.

Bonds (Å) are listed after each position.
CARTESIAN COORDINATES (ANGSTROEM)
1 N 2.05 -0.50 0.48  N3 1.187, H9 1.050, H10 1.125
2 N -1.15 -2.07 0.66  C6 1.156
3 N 2.83 0.01 -0.25  N1 1.187
4 C -1.25 0.42 0.04  C5 1.280, C6 1.412, H8 1.156
5 C -1.37 1.05 -1.07  C4 1.280, H7 1.059, H11 1.005
6 C -1.23 -0.96 0.36  N2 1.156, C4 1.412
7 H -1.25 0.56 -1.99  C5 1.059
8 H -0.87 0.98 0.97  C4 1.156
9 H 1.01 -0.33 0.53  N1 1.050
10 H 2.42 -1.20 1.28  N1 1.125
11 H -1.18 2.04 -1.02  C5 1.005

## Properties
ΔE to the lowest compared entry with this formula, charge and spin: 449.60 kJ/mol
total energy: -281.41881 hartree

Atom charges from the natural (NBO) analysis, given in e for atoms 1 to 2: -0.3718 -0.2848

# 6
This record from OMol25 describes a single C3H5N3 molecule. The level of theory is ωB97M-V/def2-TZVPD.

Bonds (Å) are listed after each position.
CARTESIAN COORDINATES (ANGSTROEM)
1 N 0.04 2.28 0.84  C6 1.222, H10 1.020
2 N 2.03 -0.55 -0.17  C4 1.274, H8 1.019
3 N -1.63 -0.66 -0.13  C5 1.433, H9 1.013, H11 1.014
4 C 0.84 -0.99 -0.14  N2 1.274, C5 1.470, H7 1.098
5 C -0.32 -0.11 0.04  N3 1.433, C4 1.470, C6 1.328
6 C -0.12 1.16 0.38  N1 1.222, C5 1.328
7 H 0.55 -2.04 -0.24  C4 1.098
8 H 2.69 -1.32 -0.28  N2 1.019
9 H -2.27 -0.37 0.59  N3 1.013
10 H 0.21 3.03 0.16  N1 1.020
11 H -2.03 -0.43 -1.03  N3 1.014

## Properties
ΔE to the lowest compared entry with this formula, charge and spin: 191.41 kJ/mol
structure (SMILES): [H]/N=C/C(N)=C=N
total energy: -281.51714 hartree

Atom charges from the natural (NBO) analysis, given in e for atoms 1 to 2: -0.6047 -0.6364

# 7
This record from OMol25 describes a single C3H5N3 molecule at a distorted geometry. The level of theory is ωB97M-V/def2-TZVPD.

Bonds (Å) are listed after each position.
CARTESIAN COORDINATES (ANGSTROEM)
1 N -0.93 -0.99 1.55  C4 1.409, H7 1.016, H9 1.012
2 N 0.62 0.62 0.81  C4 1.367, C6 1.306
3 N 0.28 0.72 -1.38  C5 1.428, C6 1.344, H11 1.018
4 C -0.30 -0.33 0.48  N1 1.409, N2 1.367, C5 1.381
5 C -0.48 -0.38 -0.89  N3 1.428, C4 1.381, H10 1.081
6 C 0.98 1.16 -0.32  N2 1.306, N3 1.344, H8 1.076
7 H -0.56 -0.61 2.41  N1 1.016
8 H 1.94 1.64 -0.47  C6 1.076
9 H -0.86 -2.00 1.57  N1 1.012
10 H -1.21 -0.95 -1.46  C5 1.081
11 H 0.52 1.12 -2.29  N3 1.018

## Properties
ΔE to the lowest compared entry with this formula, charge and spin: 46.33 kJ/mol
structure (SMILES): Nc1c[nH]cn1
total energy: -281.57240 hartree

Atom charges from the natural (NBO) analysis, given in e for atoms 1 to 2: -0.8249 -0.4994

# 8
This record from OMol25 describes a single C3H5N3 molecule at a distorted geometry. The level of theory is ωB97M-V/def2-TZVPD.

Bonds (Å) are listed after each position.
CARTESIAN COORDINATES (ANGSTROEM)
1 N 1.75 1.01 -0.02  N2 1.317, C6 1.335
2 N 1.66 -0.13 0.64  N1 1.317, N3 1.297, H8 1.004
3 N 0.56 -0.79 0.47  N2 1.297, C5 1.335
4 C -1.60 -0.55 -0.11  C5 1.488, H7 1.105, H9 1.136, H10 1.092
5 C -0.22 0.00 -0.26  N3 1.335, C4 1.488, C6 1.406
6 C 0.56 1.12 -0.62  N1 1.335, C5 1.406, H11 1.080
7 H -2.27 -0.50 -0.99  C4 1.105
8 H 2.45 -0.60 1.05  N2 1.004
9 H -1.14 -1.46 0.39  C4 1.136
10 H -2.12 -0.06 0.71  C4 1.092
11 H 0.37 1.96 -1.26  C6 1.080

## Properties
ΔE to the lowest compared entry with this formula, charge and spin: 179.08 kJ/mol
structure (SMILES): Cc1cn[nH]n1
total energy: -281.52184 hartree

Atom charges from the natural (NBO) analysis, given in e for atoms 1 to 2: -0.2344 -0.1472

# 9
This record from OMol25 describes a single C3H5N3 molecule at a distorted geometry. The level of theory is ωB97M-V/def2-TZVPD.

Bonds (Å) are listed after each position.
CARTESIAN COORDINATES (ANGSTROEM)
1 N 1.63 -1.31 -0.47  N2 1.275, C6 1.416
2 N 0.36 -1.39 -0.52  N1 1.275, N3 1.362
3 N -0.17 -0.17 -0.21  N2 1.362, C4 1.331, C5 1.442
4 C 0.82 0.71 -0.07  N3 1.331, C6 1.392, H10 1.080
5 C -1.58 -0.01 0.05  N3 1.442, H7 1.096, H8 1.089, H11 1.088
6 C 2.03 0.02 -0.19  N1 1.416, C4 1.392, H9 1.147
7 H -1.75 0.30 1.09  C5 1.096
8 H -1.98 0.75 -0.62  C5 1.089
9 H 2.00 0.31 0.92  C6 1.147
10 H 0.70 1.76 0.14  C4 1.080
11 H -2.06 -0.97 -0.13  C5 1.088

## Properties
ΔE to the lowest compared entry with this formula, charge and spin: 387.50 kJ/mol
structure (SMILES): Cn1ccnn1
total energy: -281.44246 hartree

Atom charges from the natural (NBO) analysis, given in e for atoms 1 to 2: -0.1982 -0.0261

# 10
This record from OMol25 describes a single C3H5N3 molecule at a distorted geometry. The level of theory is ωB97M-V/def2-TZVPD.

Bonds (Å) are listed after each position.
CARTESIAN COORDINATES (ANGSTROEM)
1 N -0.10 -1.77 0.54  C6 1.270, H11 1.020
2 N -1.01 0.69 2.75  C4 1.157
3 N -0.47 0.21 -0.66  C5 1.463, C6 1.394, H7 1.011
4 C -0.82 0.16 1.74  N2 1.157, C6 1.468
5 C 0.82 0.57 -1.24  N3 1.463, H8 1.100, H9 1.090, H10 1.093
6 C -0.46 -0.55 0.51  N1 1.270, N3 1.394, C4 1.468
7 H -1.08 1.01 -0.59  N3 1.011
8 H 1.32 1.36 -0.66  C5 1.100
9 H 1.47 -0.30 -1.27  C5 1.090
10 H 0.66 0.92 -2.26  C5 1.093
11 H -0.14 -2.13 1.49  N1 1.020

## Properties
ΔE to the lowest compared entry with this formula, charge and spin: 117.04 kJ/mol
structure (SMILES): [H]/N=C(\C#N)NC
total energy: -281.54547 hartree

Atom charges from the natural (NBO) analysis, given in e for atoms 1 to 2: -0.5666 -0.2740

Among the records above, which one has the highest ΔE to the lowest compared entry with this formula, charge and spin?
number 5